Molecular formula: H14O35S7Zn4
Method: DFT, ωB97M-V with the def2-TZVPD basis set

Properties
HOMO-LUMO gap: 0.076 Ha
maximum force: 0.0802 Eh/bohr
LUMO level: 6.10 eV
molecular weight: 1060.11 g/mol
net charge: -6
E_tot: -12545.09034 hartree

The geometry in XYZ format:
```
60
Properties=species:S:1:pos:R:3:nbo_charge:R:1
O -0.06 0.85 -1.35 -0.96
O -6.78 -0.71 1.02 -0.91
O 6.08 -2.20 -1.01 -0.91
O -5.66 0.85 2.42 -0.91
S -3.09 -4.27 3.19 2.60
O -3.23 -2.98 3.80 -0.86
O 0.35 -1.24 -0.24 -0.82
O 5.28 2.82 -0.75 -0.88
O 3.33 7.09 3.60 -1.07
O 1.51 -1.98 4.14 -0.89
O -1.08 0.31 0.74 -0.93
O 1.26 0.72 0.56 -0.84
O 4.61 -3.33 0.53 -0.95
O 0.61 -5.88 -1.71 -0.91
H -2.82 -3.23 -0.91 0.49
O -2.00 -4.31 2.28 -0.99
O -7.05 1.64 0.56 -1.06
Zn 0.59 3.43 -3.40 0.17
O 0.38 -0.23 5.15 -0.94
S 1.66 -0.90 5.11 2.57
Zn -2.64 0.45 3.86 0.59
Zn 1.24 -3.98 1.32 0.58
H -3.93 0.82 -1.81 0.49
O 5.03 1.83 -2.91 -0.87
H -1.27 -0.80 -4.06 0.50
O 5.68 -1.23 1.12 -0.90
H -0.02 5.29 -0.27 0.49
H 0.50 -6.05 -2.64 0.45
O -0.73 4.99 -0.83 -0.96
O 2.63 -2.63 -3.71 -0.93
H -3.23 -2.71 -2.27 0.46
H -0.69 -1.47 -5.30 0.46
O 5.85 4.03 -2.70 -0.97
S -6.86 0.63 1.62 2.57
O 2.92 4.90 2.71 -0.92
O -1.41 -1.53 -4.66 -0.96
O 2.00 -1.51 6.36 -0.98
Zn 4.14 1.66 2.11 0.87
S 2.38 6.27 2.85 2.56
O 1.12 6.23 3.53 -0.98
H -2.01 3.25 -5.94 0.45
O 2.12 6.86 1.49 -0.90
O 3.60 3.63 -2.26 -0.87
H 0.52 -6.74 -1.30 0.46
O -3.00 -5.24 4.21 -1.07
H 2.07 -2.49 -2.96 0.49
H -1.45 4.80 -0.22 0.47
O 2.76 0.00 4.75 -0.88
O 7.00 -3.26 0.89 -1.03
H 2.20 -3.33 -4.21 0.44
S 4.92 3.08 -2.15 2.57
H -3.08 2.89 -4.92 0.47
S 5.83 -2.50 0.39 2.55
O -4.70 0.72 -2.37 -0.98
O -4.33 -4.52 2.43 -0.86
O -3.56 -3.20 -1.51 -0.95
H -5.42 0.56 -1.75 0.49
O -2.14 3.03 -5.01 -0.92
S 0.10 0.18 -0.07 2.57
O -8.03 0.63 2.46 -1.04
```


Molecular formula: C21H29ClN2O6RhS2Sb2
Method: DFT, ωB97M-V with the def2-TZVPD basis set

Properties
2S+1: 5
HOMO-LUMO gap (spin up / spin down): 0.311 / 0.215 Ha
maximum force: 0.0400 Eh/bohr
LUMO level (spin up / spin down): -2.16 / -5.12 eV
molecular weight: 851.48 g/mol
net charge: +1
energy above the lowest of the compared OMol25 structures with the same formula, charge and spin: 0.0 kcal per mole
E_tot: -3225.62373 hartree

The geometry in XYZ format:
```
64
Properties=species:S:1:pos:R:3:lowdin_spin:R:1
H 1.99 -3.77 -1.58 0.01
H -4.68 -1.86 -0.91 0.00
O 0.81 0.41 1.80 0.12
C 0.66 -5.80 1.61 0.00
H 4.37 -1.61 1.36 0.00
Cl 0.29 -0.50 2.85 0.01
S 0.91 0.47 -2.12 0.37
Sb -2.32 -1.21 0.15 0.05
O 1.16 -0.48 3.99 0.01
C 2.90 6.00 0.55 0.00
C -1.75 -3.02 -0.68 0.01
H 4.34 -0.47 -2.05 0.00
H 1.26 -6.60 2.11 0.00
O 0.22 -1.80 2.24 0.01
H -2.13 5.49 -3.02 0.00
C 0.55 -4.00 -0.02 0.00
H -3.81 4.55 -0.87 0.00
H -4.76 -0.11 -0.45 0.00
S 2.69 2.98 -2.14 0.01
N -2.94 4.91 -2.75 0.00
C 1.49 2.00 -1.47 0.02
C 2.48 4.12 -0.83 0.01
C -2.84 4.52 -1.39 0.00
H 3.42 6.89 0.86 0.00
H -2.70 -3.50 -0.88 0.00
H -2.61 3.02 -3.04 0.00
C -0.83 -3.89 0.16 0.01
H 4.73 -2.18 -1.83 0.01
O -2.35 2.38 -2.36 0.01
C 1.31 -4.91 0.72 0.01
H 3.95 -3.35 0.88 0.02
C 1.47 3.68 -0.02 0.01
H 3.04 -2.49 2.19 0.00
C 3.21 5.28 -0.54 0.00
C 1.27 -3.14 -1.03 0.05
C 1.87 5.57 1.42 0.00
C 3.62 -2.37 1.27 0.13
O -2.09 2.53 -0.20 0.07
Sb 2.50 -1.55 -0.35 0.45
H -2.11 5.16 -0.83 0.00
C -3.36 -1.64 1.90 0.02
H -2.67 -1.86 2.75 0.00
H -3.94 -0.73 2.09 0.00
C -2.38 3.09 -1.26 0.01
C -4.12 -0.87 -0.89 0.01
H 3.96 5.58 -1.24 0.00
H 2.38 -5.02 0.60 0.00
H -1.33 -2.75 -1.62 0.00
H 0.46 4.05 1.81 0.00
O -1.04 -0.07 3.15 0.01
H -3.98 -2.50 1.72 0.00
H 0.55 -2.75 -1.71 0.00
C -1.46 -4.75 1.09 0.00
H 1.69 6.14 2.28 0.00
H -1.18 -6.36 2.44 0.00
C 1.19 4.43 1.15 0.00
H -2.53 -4.69 1.25 0.00
C 3.92 -1.44 -2.00 0.06
Rh -0.49 0.76 -0.04 2.41
N 0.95 2.44 -0.35 0.06
C -0.72 -5.72 1.77 0.01
H -3.81 5.44 -2.97 0.00
H 3.31 -1.63 -2.87 0.00
H -3.97 -0.52 -1.90 0.00
```


Molecular formula: C3H6F2NO2P
Method: DFT, ωB97M-V with the def2-TZVPD basis set

Properties
HOMO-LUMO gap (spin up / spin down): 0.227 / 0.302 Ha
maximum force: 0.0992 Eh/bohr
LUMO level (spin up / spin down): -0.43 / 0.48 eV
molecular weight: 157.06 g/mol
net charge: 0
energy above the lowest of the compared OMol25 structures with the same formula, charge and spin: 39.3 kcal per mole
E_tot: -864.17725 hartree

The geometry in XYZ format:
```
15
Properties=species:S:1:pos:R:3:nbo_charge:R:1
F 0.47 1.54 -2.46 -0.60
O -2.38 0.86 0.45 -0.55
N 0.45 0.56 1.18 -0.57
C -0.55 -0.55 1.09 -0.32
C 1.69 0.62 0.66 -0.25
H 2.18 -0.37 0.26 0.19
H 0.01 1.52 1.18 0.41
P 1.68 0.46 -2.43 1.05
O -2.05 -1.06 -0.77 -0.66
F 0.65 -0.86 -2.11 -0.62
H 2.26 1.48 0.39 0.21
C -1.72 -0.12 0.19 0.79
H -0.11 -1.42 0.74 0.21
H -1.67 -1.92 -0.53 0.49
H -0.93 -0.73 2.15 0.23
```


Molecular formula: C13H28HoNO3P2
Method: DFT, ωB97M-V with the def2-TZVPD basis set

Properties
2S+1: 5
HOMO-LUMO gap (spin up / spin down): 0.160 / 0.203 Ha
maximum force: 0.0400 Eh/bohr
LUMO level (spin up / spin down): -0.12 / -0.07 eV
molecular weight: 473.25 g/mol
net charge: 0
E_tot: -2423.25717 hartree

The geometry in XYZ format:
```
48
Properties=species:S:1:pos:R:3:lowdin_spin:R:1
H 4.21 2.42 0.32 0.00
H 2.20 3.56 -3.74 0.00
H 0.71 3.46 -1.32 0.00
H -0.88 -3.19 0.21 0.00
H 3.15 2.94 1.67 0.00
H -2.26 0.07 4.85 0.00
H 3.64 -1.18 1.14 0.00
C 1.38 -2.35 -3.21 0.00
H 1.71 -2.93 -4.09 0.00
H -3.72 -2.79 1.39 0.00
H -3.21 -1.51 2.51 0.01
C -1.21 0.52 3.16 0.51
N 0.36 -0.77 -1.11 -0.01
H -3.41 -0.93 -1.82 0.00
C -3.71 -1.12 -0.78 0.00
C 3.74 -0.14 1.48 0.00
C 2.03 -1.20 -2.83 0.00
H -4.33 -0.27 -0.44 0.00
H -0.01 3.96 0.00 0.00
C -0.21 -1.96 -1.42 0.00
C 2.48 0.42 -0.99 0.00
H 2.92 -0.84 -3.36 0.00
C 1.63 -0.50 -1.65 0.00
C 3.18 2.50 0.67 0.00
H -2.74 1.14 -0.43 0.00
C 0.27 -2.76 -2.45 0.00
H 0.98 2.52 -3.82 0.00
H -2.02 -3.13 -1.17 0.00
H 3.33 0.78 -1.57 0.00
H -4.29 -2.05 -0.71 0.00
H 4.71 0.26 1.16 0.00
H -2.08 -2.82 2.11 0.00
P 2.40 0.84 0.75 0.00
H -2.13 1.80 4.59 0.03
Ho -0.47 1.10 0.08 3.08
C -2.29 0.84 4.08 0.11
P -2.22 -1.18 0.31 0.00
H -0.20 -3.71 -2.67 0.00
H -0.58 -0.33 3.38 0.04
O -0.94 1.20 2.11 0.22
O 1.32 3.29 -3.33 0.00
C -2.87 -2.17 1.70 0.01
H -3.26 0.81 3.56 0.03
H 2.60 3.15 -0.01 0.00
H 3.70 -0.12 2.57 0.00
O 0.47 3.22 -0.41 0.00
C -1.32 -2.53 -0.56 0.00
H -2.72 1.70 0.11 0.00
```


Molecular formula: C3H4MnO
Method: DFT, ωB97M-V with the def2-TZVPD basis set

Properties
2S+1: 6
HOMO-LUMO gap (spin up / spin down): 0.252 / 0.255 Ha
maximum force: 0.0630 Eh/bohr
LUMO level (spin up / spin down): -1.40 / -1.65 eV
molecular weight: 111.00 g/mol
net charge: 0
energy above the lowest of the compared OMol25 structures with the same formula, charge and spin: 7.9 kcal per mole
E_tot: -1342.69788 hartree

The geometry in XYZ format:
```
9
Properties=species:S:1:pos:R:3:lowdin_spin:R:1
H 0.97 1.74 -1.60 0.00
H -0.75 0.88 1.02 0.01
Mn -1.68 -1.92 1.49 4.80
O -1.47 -1.93 -0.26 0.13
C 0.34 -0.21 -0.64 0.01
C 0.24 0.75 0.54 0.03
H 1.10 0.78 1.22 0.00
H 0.88 -1.15 -0.76 0.00
C 0.37 1.06 -0.99 0.01
```


Molecular formula: C29H33BN10OSc
Method: DFT, ωB97M-V with the def2-TZVPD basis set

Properties
HOMO-LUMO gap: 0.291 Ha
maximum force: 0.0023 Eh/bohr
LUMO level: -2.33 eV
molecular weight: 593.42 g/mol
net charge: +1
energy above the lowest of the compared OMol25 structures with the same formula, charge and spin: 1.1 kcal per mole
E_tot: -2533.35974 hartree

The geometry in XYZ format:
```
75
Properties=species:S:1:pos:R:3:mulliken_charge:R:1
C 2.12 -3.49 4.60 -0.62
C -2.24 -0.82 -2.21 -0.13
N -0.58 1.71 -1.11 -0.01
C 4.21 0.80 -1.62 -0.81
H -0.21 3.19 -3.30 0.47
H 5.18 -2.46 5.61 0.40
N -0.67 1.31 1.83 1.13
N -1.05 -2.37 -1.32 0.04
C 1.94 0.06 -2.16 -0.45
H 0.04 2.35 4.90 0.56
C 3.51 0.26 -3.92 -0.15
C -0.39 2.15 3.93 -0.65
H -0.54 1.21 -2.00 0.17
C 4.28 -2.53 5.01 -0.71
C 1.28 -0.41 -4.32 0.86
H 2.80 -1.60 0.97 0.29
N -1.03 -1.58 1.59 0.89
H -1.56 -3.98 -2.56 0.50
C 1.98 -2.70 3.47 0.39
H -2.67 0.17 -2.34 0.46
H 1.97 0.50 3.80 0.48
B -0.12 -2.95 -0.22 0.21
Sc -0.01 -0.05 0.32 -0.75
N 3.21 0.36 -2.60 0.11
H 0.83 -2.17 -0.14 -0.14
C -1.43 -3.70 1.98 -0.35
H 5.14 0.99 -2.13 0.38
O 1.73 0.15 -0.93 0.36
C 3.00 -1.82 3.10 -0.19
C 0.29 2.87 -1.24 0.13
H 3.85 1.70 -1.12 0.25
H -2.50 -3.38 3.88 0.45
C 2.01 5.03 -1.53 -0.53
H 1.32 5.11 -3.56 0.42
H 3.38 -4.02 6.26 0.40
H -0.58 -1.10 -4.69 0.15
C -1.70 -1.66 2.74 -0.34
H 4.52 0.51 -4.20 0.42
C 0.39 3.53 -2.46 -0.48
N 1.61 -0.16 1.87 1.00
C -2.47 -1.97 -2.96 -1.61
C 4.14 -1.74 3.88 -0.33
N 0.29 -0.81 -5.12 -0.33
H -1.94 -0.76 3.29 0.41
C 1.33 0.53 2.92 -0.48
H -1.54 2.02 -0.99 0.40
N 0.99 -0.29 -3.03 0.18
C 1.91 4.38 -0.31 -0.97
N -0.87 -2.83 1.13 -0.22
H 4.93 -1.05 3.60 0.39
H 0.44 -0.98 -6.10 0.23
H 4.35 0.02 -0.87 0.23
C -1.57 2.68 3.39 -0.94
C 2.84 -0.97 1.86 -0.92
H 2.49 4.71 0.54 0.45
H 1.32 -4.17 4.88 0.42
H -2.25 3.37 3.87 0.48
C 1.06 3.29 -0.16 0.03
H 2.68 5.88 -1.63 0.44
C -1.70 2.14 2.12 -0.84
C 3.27 -3.40 5.37 -0.48
H 0.23 -4.07 -0.47 -0.11
H -3.15 -2.09 -3.79 0.47
H 2.82 -0.21 -5.87 0.41
H 0.97 2.80 0.80 0.41
H 1.08 -2.76 2.87 0.20
C -1.98 -2.99 3.03 -1.20
C -1.69 -2.94 -2.34 -0.03
H 3.70 -0.31 1.75 0.35
H -2.50 2.31 1.41 0.43
C 0.14 1.31 2.95 -0.08
C 2.58 -0.13 -4.83 -1.11
N -1.38 -1.07 -1.23 0.33
C 1.25 4.60 -2.60 -0.67
H -1.39 -4.76 1.78 0.47
```


- What is the molecular weight in the first record?
  1060.11 g/mol